(1)
A structure of composition C25H30FeNO3. Source: the OMol25 dataset; level of theory: the ωB97M-V functional and the def2-TZVPD basis.

- Molecular weight: 448.36 g/mol
- LUMO energy (spin up / spin down): 2.61 / 0.64 eV
- Orbital gap (spin up / spin down): 0.1062 / 0.0948 Eh
- HOMO level (spin up / spin down): -0.28 / -1.94 eV
- Strongest force on any atom: 2.4 eV/A
- Total charge: -1
- 2S+1: 5
- Energy: -68422.1298 eV
- ⟨S²⟩: 6.134

```
60
C25H30FeNO3, DFT the ωB97M-V functional and the def2-TZVPD basis
Fe 3.681 0.530 -0.159
O -2.554 -0.276 -0.273
O -3.179 1.908 -0.416
O -3.336 -3.198 -2.020
N -0.662 0.854 3.336
C -1.684 -1.826 -3.016
C 2.480 2.072 -0.497
C -2.069 -2.724 -1.976
C 4.800 2.001 -0.893
C -0.485 -0.110 4.407
C 3.742 -0.851 1.262
C -1.175 -2.994 -0.904
C 2.458 -0.807 0.611
C -3.701 -4.284 -1.145
C -2.436 0.890 0.095
C 3.160 2.163 0.793
C -0.481 -1.182 -2.946
C 4.599 2.118 0.544
C 2.656 -0.998 -0.841
C 3.497 1.976 -1.532
C 0.026 -2.327 -0.838
C 0.406 -1.398 -1.851
C -1.195 0.503 2.146
C -5.161 2.537 -1.620
C -4.049 1.519 -1.520
C 4.097 -1.179 -1.034
C -1.541 1.363 1.148
C 1.644 -0.747 -1.832
C -0.415 2.237 3.702
C 4.755 -1.093 0.243
H 1.900 -0.101 -2.679
H -4.461 0.518 -1.338
H -1.389 -0.568 2.016
H -3.755 -3.952 -0.101
H -4.687 -4.581 -1.497
H -0.336 2.863 2.809
H -1.106 0.144 5.283
H -2.384 -1.635 -3.830
H 3.911 -0.759 2.335
H 0.565 -0.108 4.739
H 5.380 2.200 1.289
H -1.468 -3.680 -0.101
H -3.002 -5.126 -1.232
H -0.753 -1.112 4.049
H -1.214 2.629 4.358
H 0.530 2.282 4.265
H 0.703 -2.524 -0.009
H 1.408 2.124 -0.653
H -3.435 1.506 -2.432
H 5.759 1.999 -1.405
H -1.365 2.433 1.189
H -0.159 -0.489 -3.726
H -5.857 2.410 -0.782
H 4.549 -1.416 -1.998
H 2.677 2.279 1.757
H 5.818 -1.237 0.423
H 3.321 1.970 -2.604
H -4.782 3.565 -1.615
H -5.722 2.375 -2.546
H 1.476 -0.681 1.059
```

These are the Löwdin partial charges, in e, on atoms 1 to 4:
1 Fe 0.1120
2 O 0.0685
3 O -0.0270
4 O -0.1133

=====

(2)
The molecule C25H30N2O4S. Source: the OMol25 dataset; level of theory: the ωB97M-V functional and the def2-TZVPD basis.

- Molecular weight: 454.59 g/mol
- LUMO energy: 0.32 eV
- Orbital gap: 0.3181 Eh
- HOMO level: -8.34 eV
- Strongest force on any atom: 1.0 eV/A
- ΔE to the lowest compared entry with this formula, charge and spin: 58.96 kJ/mol
- SMILES: COc1ccc(S(=O)(=O)N(CCCN2CCOCC2)Cc2cccc3ccccc23)cc1
- Energy: -48416.5369 eV

```
62
C25H30N2O4S, DFT the ωB97M-V functional and the def2-TZVPD basis
S 0.172 -1.565 0.068
O -5.687 -1.017 0.439
O 7.881 0.133 -0.717
O 0.599 -1.687 -1.299
O 0.597 -2.572 0.997
N 0.620 -0.067 0.699
N 5.263 0.337 0.375
C 6.042 1.519 0.048
C -4.356 -1.200 0.268
C 7.529 1.181 0.153
C -2.728 2.217 2.124
C 3.072 -0.520 1.087
C -1.813 1.625 -0.035
C -3.098 1.816 -0.612
C -2.221 1.241 -2.781
C -3.272 1.621 -1.997
C 1.707 -0.111 1.655
C -6.526 -1.047 -0.692
C 0.637 0.978 -0.308
C -0.958 1.031 -2.211
C -0.740 1.213 -0.869
C 3.835 0.609 0.393
C -4.175 2.197 0.215
C -3.741 -1.468 -0.953
C -1.664 1.845 1.351
C -1.608 -1.463 0.130
C 5.616 -0.732 -0.545
C 7.114 -1.015 -0.434
C -2.364 -1.600 -1.014
C -3.577 -1.105 1.427
C -3.998 2.389 1.555
C -2.209 -1.235 1.355
H 1.014 1.892 0.161
H -1.591 -1.159 2.235
H -2.597 2.380 3.184
H 5.825 1.881 -0.973
H 7.418 -1.773 -1.158
H 3.451 0.777 -0.627
H 3.693 -0.871 1.913
H 8.142 2.038 -0.134
H -6.238 -0.285 -1.422
H -4.077 -0.915 2.363
H -0.696 1.704 1.801
H 7.758 0.896 1.191
H -6.522 -2.031 -1.171
H 1.406 -0.858 2.391
H 5.801 2.312 0.760
H -4.829 2.677 2.181
H -0.144 0.707 -2.842
H -5.148 2.336 -0.235
H 7.336 -1.368 0.584
H -7.527 -0.833 -0.320
H 5.060 -1.631 -0.283
H -4.251 1.783 -2.426
H -2.352 1.094 -3.843
H -1.863 -1.798 -1.948
H 5.375 -0.456 -1.588
H 1.770 0.865 2.148
H 3.695 1.533 0.963
H 1.303 0.704 -1.135
H -4.318 -1.569 -1.858
H 2.904 -1.357 0.408
```

These are the Löwdin partial charges, in e, on atoms 1 to 4:
1 S 0.6916
2 O -0.0774
3 O -0.1335
4 O -0.2754

=====

(3)
A cluster of 2 separate species, C25H30N2O5S2 in total. Source: the OMol25 dataset; level of theory: the ωB97M-V functional and the def2-TZVPD basis.

- Molecular weight: 502.66 g/mol
- LUMO energy: 0.04 eV
- Orbital gap: 0.3013 Eh
- HOMO level: -8.16 eV
- Strongest force on any atom: 1.8 eV/A
- ΔE to the lowest compared entry with this formula, charge and spin: 0.00 kJ/mol
- Energy: -61296.9798 eV

```
64
C25H30N2O5S2, DFT the ωB97M-V functional and the def2-TZVPD basis
S -0.259 3.850 1.233
S 1.125 2.302 3.400
O 0.014 1.758 4.160
O 2.421 1.665 3.466
O -1.400 3.478 0.427
O -0.411 1.798 -4.638
O 0.699 4.828 0.751
N -0.702 -2.334 3.048
N -0.599 -3.079 1.021
C -0.917 4.408 2.816
C 0.099 4.859 3.836
C -2.689 -3.619 -0.856
C -0.197 3.017 -5.394
C -0.261 -3.205 -0.353
C -1.274 -3.463 -1.291
C -1.372 -3.993 1.764
C 0.639 2.368 1.687
C 0.968 2.589 -1.311
C 0.596 1.422 -0.594
C 0.633 -3.187 -4.578
C -0.161 -2.036 1.840
C 1.352 -2.990 -2.146
C 0.705 2.737 -2.661
C 0.019 1.707 -3.351
C -0.499 -1.613 4.280
C -0.298 0.505 -2.668
C 1.369 4.041 3.821
C 2.132 -2.722 0.228
C 0.771 1.307 0.842
C -0.953 -3.454 -2.654
C -1.436 -3.526 3.026
C 1.067 -2.990 -0.775
C 0.350 -3.219 -3.099
C 0.010 0.366 -1.333
H -3.321 -3.610 -1.748
H 0.365 5.911 3.683
H -0.380 4.800 4.819
H 2.369 -2.769 -2.477
H 0.082 -2.368 -5.069
H 3.044 -2.394 -0.285
H -3.010 -2.797 -0.203
H -0.632 2.795 -6.373
H 0.316 -4.125 -5.060
H -1.784 -4.890 1.346
H -1.465 -1.417 4.763
H -1.594 5.216 2.525
H -1.902 -3.926 3.903
H 1.837 4.001 4.810
H 1.512 3.386 -0.805
H 2.094 4.430 3.097
H 1.798 -1.927 0.917
H -1.753 -3.607 -3.381
H -0.243 -0.568 -0.823
H -1.485 3.544 3.173
H 0.979 0.321 1.253
H -0.815 -0.265 -3.239
H -0.721 3.873 -4.938
H 0.017 -0.664 4.105
H 0.087 -2.214 4.989
H -2.864 -4.569 -0.337
H 2.374 -3.609 0.833
H 0.877 3.238 -5.497
H 1.703 -3.044 -4.771
H 0.974 3.674 -3.155
```

These are the Löwdin partial charges, in e, on atoms 1 to 4:
1 S 0.6769
2 S 0.6653
3 O -0.3150
4 O -0.3038